Record 1
Molecular formula: C7H17N4S
Method: DFT, the ωB97M-V functional and the def2-TZVPD basis

```
29
Properties=species:S:1:pos:R:3:forces:R:3:nbo_charge:R:1
C -2.608 1.680 1.150 -0.7 4.1 -0.1 -0.4396
N -1.370 1.129 0.723 -0.6 -0.7 0.0 -0.2689
N -0.582 0.374 1.625 0.0 -0.1 1.1 -0.4628
C -0.107 -0.747 0.820 -0.6 -2.3 1.5 0.2666
C 1.184 -1.240 1.473 -1.3 -0.9 0.7 -0.6593
C -1.161 -1.956 0.777 -1.3 0.3 -1.4 -0.6702
N 0.034 -0.128 -0.504 -2.1 1.3 -0.9 -0.3425
N 1.303 -0.103 -1.241 1.0 -0.6 5.7 -0.2223
C 1.325 -0.485 -2.624 -2.4 -2.6 -1.6 -0.4236
C 1.925 1.218 -0.993 2.4 0.9 0.6 -0.4649
C -0.926 1.098 -0.499 2.4 -2.1 -2.2 0.2554
S -1.173 1.934 -1.899 -0.5 -0.1 0.8 -0.1180
H -3.229 2.174 0.260 1.6 -1.4 1.8 0.2763
H -3.206 0.973 1.705 -0.1 -0.3 0.1 0.2234
H -2.277 2.564 1.828 -1.2 -1.3 -0.8 0.2286
H -1.055 0.100 2.535 0.3 0.5 -1.9 0.4074
H 1.504 -2.262 1.206 -0.2 0.5 -0.2 0.2412
H 0.981 -1.288 2.579 0.5 0.3 -1.1 0.2707
H 1.893 -0.503 1.218 1.5 0.8 0.5 0.2043
H -2.013 -1.649 0.093 1.2 -0.3 0.2 0.2331
H -1.845 -2.202 1.675 2.1 0.3 -0.7 0.2492
H -0.634 -2.851 0.301 -1.0 1.0 0.9 0.2305
H 1.820 -0.890 -0.563 -1.0 2.3 -2.7 0.4821
H 0.897 0.255 -3.339 0.0 -0.4 1.1 0.2728
H 2.360 -0.605 -2.868 0.6 -0.5 -0.2 0.2336
H 0.700 -1.497 -2.653 1.6 2.1 -0.4 0.2484
H 1.381 1.947 -1.491 -1.5 1.1 -0.9 0.2582
H 1.925 1.506 0.051 -0.3 -0.5 0.3 0.2381
H 2.955 1.455 -1.344 -0.4 -1.4 -0.1 0.2519
```
Positions in Å, forces in eV/Å.

As for the HOMO energy: -0.435 hartree. As for the charge: +1. The value obtained for the energy relative to the best compared isomer or geometry (same formula, charge and spin) is 0.0 kcal per mole. Its SMILES is CN1NC(C)(C)N([NH+](C)C)C1=S. For the max |F|, the calculation gives 0.1125 Eh/bohr. The molar mass comes out at 189.31 g mol⁻¹.


Record 2
Molecular formula: C15H24O2
Method: DFT, the ωB97M-V functional and the def2-TZVPD basis

```
41
Properties=species:S:1:pos:R:3:forces:R:3:nbo_charge:R:1
C 0.848 3.283 -3.507 -0.3 -1.9 1.9 -0.4331
C -0.016 2.458 -2.834 0.9 1.7 1.0 0.0729
C -1.469 2.762 -2.953 0.2 0.7 -2.7 -0.6571
C 0.293 1.401 -1.720 0.8 1.5 -1.1 -0.2750
C 1.546 0.635 -2.185 0.0 -1.8 -0.2 -0.4412
C 2.524 0.149 -1.113 -2.7 1.1 3.2 -0.1681
C 2.277 0.351 0.256 1.3 -1.3 -1.0 -0.0046
C 3.132 -0.281 1.415 -0.5 -0.4 -1.7 -0.6404
C 0.996 1.003 0.814 0.3 1.7 -2.4 0.0541
O 0.074 -0.046 1.021 -1.9 -1.1 1.8 -0.5534
C -0.460 -0.352 2.301 -0.5 0.4 0.1 0.8125
O -0.035 0.013 3.369 0.7 0.3 -1.2 -0.5770
C -1.777 -1.149 2.264 -0.3 -0.5 -0.1 -0.4985
C -1.615 -2.601 1.686 2.7 2.3 0.0 -0.2078
C -2.791 -3.132 0.940 -0.4 -2.1 -1.0 -0.6210
C -1.095 -3.574 2.772 2.1 -0.4 -5.3 -0.5970
C 0.458 2.035 -0.321 1.3 0.5 1.4 -0.3942
H 0.503 3.824 -4.361 -0.3 0.7 -0.1 0.1993
H 1.888 3.424 -3.189 -0.2 -0.6 -0.6 0.2002
H -2.024 2.901 -2.070 -0.3 -0.2 1.5 0.2200
H -1.941 1.994 -3.554 -0.5 -0.2 -0.1 0.2117
H -1.552 3.735 -3.483 -0.3 -0.7 0.1 0.2124
H -0.578 0.721 -1.775 0.4 0.2 0.5 0.2146
H 1.061 -0.227 -2.755 1.1 0.5 0.7 0.2184
H 2.157 1.100 -2.968 -0.4 0.5 0.3 0.2241
H 3.346 -0.417 -1.497 0.6 -0.2 0.3 0.2071
H 3.440 0.493 2.114 0.4 0.0 -0.1 0.2176
H 3.962 -0.930 1.022 -0.5 1.0 0.4 0.2153
H 2.491 -0.951 2.001 -0.1 0.1 -0.1 0.2181
H 1.069 1.613 1.735 0.6 -0.6 -0.3 0.2127
H -2.227 -1.155 3.318 0.6 0.3 -1.6 0.2312
H -2.399 -0.672 1.491 -0.1 0.3 0.7 0.2288
H -0.774 -2.316 0.941 -1.1 -1.3 0.9 0.2084
H -3.508 -2.429 0.513 0.0 0.3 0.5 0.2152
H -2.411 -3.668 -0.005 -0.6 0.3 1.6 0.2190
H -3.301 -3.867 1.640 0.1 0.8 -1.2 0.2080
H -0.075 -3.326 3.013 0.4 -0.1 0.3 0.2149
H -1.663 -3.644 3.575 -2.8 0.3 3.9 0.1981
H -1.150 -4.590 2.331 0.5 0.4 0.2 0.2037
H -0.452 2.523 0.063 0.0 -0.4 -0.3 0.2138
H 1.248 2.909 -0.306 -1.3 -1.8 -0.3 0.2163
```
Positions in Å, forces in eV/Å.

As for the HOMO energy: -0.323 hartree. The value obtained for the energy relative to the best compared isomer or geometry (same formula, charge and spin) is 73.8 kcal per mole. Its SMILES is C=C(C)[C@H]1CC=C(C)[C@H](OC(=O)CC(C)C)C1. For the max |F|, the calculation gives 0.1105 Eh/bohr. The molar mass comes out at 236.35 g mol⁻¹.


Record 3
Molecular formula: C24H34BrCoNO5Si2
Method: DFT, the ωB97M-V functional and the def2-TZVPD basis

```
68
Properties=species:S:1:pos:R:3:forces:R:3:mulliken_spin:R:1
Co 0.126 0.501 -0.744 0.3 -0.1 0.3 1.3733
C -0.694 2.210 2.322 0.0 0.0 0.1 -0.0189
Si -0.093 0.579 1.543 -0.1 0.0 -0.4 -0.1521
C -1.233 -0.736 2.343 0.0 0.0 0.1 -0.0424
C 1.601 0.264 2.406 0.0 0.0 0.1 0.0040
C 1.800 -0.111 3.738 0.0 0.0 0.0 -0.0019
C 3.077 -0.315 4.247 0.0 0.0 0.0 -0.0001
C 4.184 -0.131 3.425 0.0 0.0 0.0 -0.0001
C 4.002 0.258 2.104 0.0 0.0 0.0 0.0007
C 2.723 0.455 1.579 0.1 0.0 0.0 0.0025
Si 2.260 1.004 -0.194 -0.3 -0.1 -0.2 -0.1670
C 2.698 2.855 -0.262 0.1 0.0 0.0 -0.0133
C 3.617 0.207 -1.303 0.1 0.0 0.0 -0.0237
H -0.624 2.179 3.415 0.0 0.0 0.0 -0.0020
H -1.733 2.409 2.049 0.0 0.0 0.0 0.0026
H -0.100 3.051 1.956 0.0 0.0 0.0 0.0020
H -1.158 -0.720 3.436 0.0 0.0 0.0 -0.0014
H -0.980 -1.745 2.000 0.0 0.0 0.0 0.0125
H -2.277 -0.555 2.080 0.0 0.0 0.0 0.0047
H 0.944 -0.258 4.391 0.0 0.0 0.0 -0.0012
H 3.212 -0.620 5.280 0.0 0.0 0.0 -0.0002
H 5.184 -0.293 3.817 0.0 0.0 0.0 0.0000
H 4.875 0.403 1.472 0.0 0.0 0.0 -0.0008
H 3.747 3.037 0.001 0.0 0.0 0.0 -0.0034
H 2.061 3.414 0.427 0.0 0.0 0.0 0.0026
H 2.507 3.257 -1.261 0.0 0.0 0.0 0.0016
H 4.622 0.437 -0.933 0.0 0.0 0.0 -0.0010
H 3.556 0.588 -2.328 0.0 0.0 0.0 0.0031
H 3.515 -0.882 -1.347 0.0 0.0 0.0 0.0065
N 0.627 -0.020 -2.703 0.0 0.0 0.0 -0.0073
C 0.814 1.073 -3.659 0.0 0.0 0.0 -0.0013
C -0.423 1.962 -3.725 0.0 0.0 0.0 0.0026
C -0.545 2.960 -2.554 0.1 -0.2 0.2 -0.0021
O -0.710 4.151 -2.852 0.0 0.2 -0.1 -0.0006
O -0.468 2.473 -1.386 -0.1 0.1 -0.2 0.0269
H 1.409 -0.668 -2.699 0.0 0.0 0.0 0.0060
H -0.211 -0.553 -2.927 0.0 0.0 0.0 0.0000
H 1.043 0.686 -4.661 0.0 0.0 0.0 0.0004
H 1.675 1.663 -3.333 0.0 0.0 0.0 -0.0029
H -1.316 1.325 -3.728 0.0 0.0 0.0 -0.0007
H -0.416 2.536 -4.652 0.0 0.0 0.0 0.0010
C 0.653 -3.945 0.343 0.0 0.0 0.0 0.0064
C -0.419 -4.281 -0.707 0.0 0.0 0.0 -0.0018
C 0.050 -3.520 -1.962 0.0 0.0 0.0 -0.0002
O 1.334 -2.962 -1.658 0.0 -0.1 0.0 0.0034
C 1.313 -2.710 -0.253 0.0 0.0 0.0 0.0215
H 1.385 -4.751 0.432 0.0 0.0 0.0 0.0003
H 0.233 -3.749 1.330 0.0 0.0 0.0 -0.0007
H -1.399 -3.905 -0.413 0.0 0.0 0.0 -0.0001
H -0.491 -5.356 -0.880 0.0 0.0 0.0 -0.0004
H -0.663 -2.722 -2.182 0.0 0.0 0.0 -0.0003
H 0.177 -4.159 -2.838 0.0 0.0 0.0 -0.0001
H 0.719 -1.813 -0.034 0.0 0.0 0.0 -0.0084
H 2.336 -2.533 0.077 0.0 0.0 0.0 -0.0036
Br -3.857 4.073 0.342 0.0 0.0 0.0 0.0000
C -4.221 2.207 0.356 0.0 -0.1 0.0 0.0000
C -5.390 1.766 0.954 0.0 0.0 0.0 0.0002
C -5.667 0.405 0.956 0.0 0.0 0.0 -0.0007
C -4.785 -0.485 0.365 0.0 0.0 0.0 0.0011
C -3.610 -0.029 -0.223 0.0 0.0 0.0 0.0045
C -3.318 1.333 -0.229 0.0 0.0 0.0 -0.0028
C -2.663 -1.044 -0.852 0.3 0.1 -0.1 -0.0198
O -3.058 -2.214 -0.946 -0.1 -0.1 0.0 0.0002
O -1.545 -0.607 -1.264 -0.2 0.0 0.0 -0.0106
H -6.065 2.477 1.409 0.0 0.0 0.0 0.0000
H -6.576 0.046 1.424 0.0 0.0 0.0 -0.0001
H -4.975 -1.550 0.348 0.0 0.0 0.0 -0.0001
H -2.397 1.700 -0.673 0.0 0.0 0.0 0.0036
```
Positions in Å, forces in eV/Å.

As for the HOMO energy (alpha / beta): -0.057 / -0.034 hartree. As for the charge: -2. The value obtained for the energy relative to the best compared isomer or geometry (same formula, charge and spin) is 0.0 kcal per mole. As for the spin multiplicity: 2. For the max |F|, the calculation gives 0.0083 Eh/bohr. The molar mass comes out at 611.55 g mol⁻¹.


Record 4
Molecular formula: C24H24BrCsN6O6
Method: DFT, the ωB97M-V functional and the def2-TZVPD basis

```
62
Properties=species:S:1:pos:R:3:forces:R:3:lowdin_charge:R:1
Cs 0.360 0.978 0.529 0.0 0.2 -0.1 1.0677
N -1.387 3.718 -0.039 0.0 -0.1 0.2 -0.0617
C -0.407 4.798 -0.274 0.1 0.0 -0.1 -0.2401
C 0.758 4.738 0.733 0.0 -0.1 -0.1 -0.6578
O 0.769 5.638 1.619 0.0 0.0 0.0 -0.1092
N 1.586 3.741 0.532 0.0 0.0 0.1 -0.0724
C 2.704 3.703 1.464 0.0 0.1 0.0 -0.2174
C 3.611 2.460 1.356 0.1 0.0 0.0 -0.7404
O 4.834 2.639 1.530 0.0 0.0 0.0 -0.0915
O 3.043 1.339 1.165 -0.1 -0.1 0.0 -0.3186
H -2.270 3.920 -0.495 0.0 0.0 -0.1 0.0437
H -1.592 3.692 0.956 0.0 0.0 0.0 0.0576
H -0.841 5.798 -0.170 -0.1 0.0 0.0 0.0870
H -0.017 4.674 -1.287 0.0 0.0 0.0 0.0886
H 2.347 3.727 2.507 0.0 0.0 0.0 0.1098
H 3.332 4.593 1.361 0.0 0.0 0.0 0.1008
Br -5.727 -8.435 -4.727 0.0 0.0 0.0 0.6711
C -4.514 -8.271 -3.268 0.0 0.0 0.0 -0.7082
C -3.308 -7.610 -3.455 0.0 0.0 0.0 -0.1316
C -2.428 -7.489 -2.395 0.0 0.0 0.0 -0.0377
C -2.742 -8.027 -1.142 0.0 0.0 0.1 -0.3183
C -3.947 -8.708 -0.988 0.0 0.0 0.0 -0.0474
C -4.842 -8.822 -2.044 0.0 0.0 0.0 -0.1456
N -1.785 -8.082 -0.099 0.0 0.0 0.0 0.0212
N -1.177 -7.061 0.333 0.0 0.0 0.0 0.0291
C -1.512 -5.753 0.100 0.0 0.0 0.0 -0.2643
C -2.782 -5.256 -0.271 0.0 0.0 0.0 -0.0402
C -3.048 -3.923 -0.389 0.0 0.1 0.0 -0.0192
C -2.056 -2.899 -0.160 -0.1 -0.1 0.0 -0.4074
O -2.306 -1.695 -0.260 0.1 0.1 0.0 -0.0105
C -0.727 -3.401 0.271 0.1 -0.1 0.1 -0.1543
N 0.212 -2.471 0.534 0.2 -0.1 -0.2 0.0769
C 1.403 -2.859 0.938 0.0 0.1 0.0 -0.1576
C 1.734 -4.209 1.133 0.0 0.0 0.0 -0.0634
C 0.791 -5.167 0.870 0.0 0.0 0.0 -0.0211
C -0.490 -4.785 0.420 0.0 0.0 0.0 -0.1101
H -3.064 -7.190 -4.421 0.0 0.0 0.0 0.0971
H -1.492 -6.962 -2.523 0.0 0.0 0.0 0.1209
H -4.179 -9.147 -0.026 0.0 0.0 0.0 0.1066
H -5.782 -9.341 -1.914 0.0 0.0 0.0 0.0924
H -3.597 -5.949 -0.424 0.0 0.0 0.0 0.1019
H -4.043 -3.578 -0.641 0.0 0.0 0.0 0.1026
H 2.138 -2.080 1.124 0.0 0.0 0.0 0.1149
H 2.726 -4.474 1.476 0.0 0.0 0.0 0.0995
H 1.002 -6.220 0.995 0.0 0.0 0.0 0.0995
O -0.149 -0.343 5.162 0.1 0.0 0.1 0.1155
C -0.699 -0.101 3.973 -0.2 0.0 -0.3 -0.5161
O -0.958 0.999 3.558 0.1 0.0 0.3 0.0540
C -1.037 -1.344 3.161 -0.2 -0.1 0.0 -0.2498
N -0.472 -2.562 3.770 0.0 0.0 0.1 -0.0051
C -1.562 -3.527 4.003 0.0 0.0 0.0 -0.1884
C -2.773 -2.630 4.215 0.0 0.0 0.0 -0.1641
C -2.565 -1.565 3.137 0.1 0.0 0.0 -0.0971
H -0.660 -1.189 2.153 -0.1 0.0 0.0 0.0599
H 0.000 -1.317 5.153 0.0 0.0 0.0 0.0988
H 0.248 -2.953 3.174 0.0 0.0 0.1 0.0921
H -1.335 -4.160 4.863 0.0 0.0 0.0 0.1065
H -1.722 -4.172 3.131 0.0 0.0 0.0 0.1113
H -2.737 -2.185 5.214 0.0 0.0 0.0 0.1105
H -3.717 -3.163 4.107 0.0 0.0 0.0 0.1075
H -3.112 -0.639 3.304 0.0 0.0 0.0 0.1226
H -2.859 -1.954 2.162 0.0 0.0 0.0 0.0993
```
Positions in Å, forces in eV/Å.

As for the HOMO energy: -0.061 hartree. As for the charge: -2. The value obtained for the energy relative to the best compared isomer or geometry (same formula, charge and spin) is 3.9 kcal per mole. For the max |F|, the calculation gives 0.0076 Eh/bohr. The molar mass comes out at 705.30 g mol⁻¹.